(1)
Entry from OMol25: a single C3H7NO molecule at a distorted geometry (wB97M-V/def2-TZVPD).

XYZ file:
```
12
Properties=species:S:1:pos:R:3:forces:R:3
C -0.747 0.975 0.761 0.5269 -0.0655 0.4769
C 0.520 0.077 0.864 -1.3050 0.2898 0.9798
C 0.139 -1.130 -1.548 -1.0328 -0.5211 -1.4049
H -0.420 1.995 0.492 -0.3337 -0.4368 0.1147
H -1.444 0.595 0.030 -0.0979 0.0635 -0.4586
H -1.325 0.996 1.706 0.5921 0.0378 -0.2996
H 0.223 -0.973 1.067 0.3650 0.3544 -0.1326
H 1.150 0.440 1.687 -0.3034 -0.2831 -0.0373
H 0.017 -1.492 -2.590 -0.1135 -0.0787 0.9259
H -0.619 -1.349 -0.793 0.3027 -0.0283 -0.0986
N 1.125 -0.363 -1.455 0.5726 0.6350 0.9838
O 1.381 0.228 -0.220 0.8269 0.0330 -1.0494
```
Forces are in eV/Å.

As for the SMILES: C=NOCC. The energy relative to the best compared isomer or geometry (same formula, charge and spin) comes out at 309.1 kJ/mol. As for the LUMO energy: 1.041 eV. The calculation puts the total energy at -6759.546 eV. As for the HOMO energy: -9.92 eV.

=====

(2)
Entry from OMol25: a single C3H7NO molecule at a distorted geometry (wB97M-V/def2-TZVPD).

XYZ file:
```
12
Properties=species:S:1:pos:R:3:forces:R:3
C -0.417 1.185 1.132 0.7624 -0.2362 0.6665
C -0.637 0.646 -0.250 0.0270 -0.1069 -0.1758
N -0.530 -0.770 -0.365 0.2871 0.0438 -0.5511
C 0.874 -1.244 -0.624 -0.8125 -0.0944 0.8132
O -0.893 1.341 -1.201 -0.3545 0.1008 0.0468
H 0.456 1.836 1.141 -0.0225 0.2189 -0.1342
H -0.200 0.370 1.815 0.0024 -0.1582 0.0806
H -1.244 1.740 1.567 -0.2333 0.0604 -0.4714
H -1.047 -1.001 -1.208 -0.0533 0.0253 0.0810
H 1.001 -2.210 -0.138 0.0456 -0.1249 -0.2471
H 1.032 -1.309 -1.694 0.2897 -0.0234 -0.0969
H 1.606 -0.584 -0.174 0.0620 0.2949 -0.0115
```
Forces are in eV/Å.

As for the SMILES: CNC(C)=O. The energy relative to the best compared isomer or geometry (same formula, charge and spin) comes out at 91.4 kJ/mol. As for the LUMO energy: 0.982 eV. The calculation puts the total energy at -6761.803 eV. As for the HOMO energy: -9.52 eV.